No. 1
# C23H27FN2O2

One molecule with the formula C23H27FN2O2 (ωB97M-V with the def2-TZVPD basis set, the OMol25 dataset).

Geometry (Å):
O -5.763157 -0.182149 -1.787748
C -4.891845 0.001079 -0.956028
C -4.028221 -1.108382 -0.443873
C -4.627144 -2.230821 0.107706
C -3.835342 -3.276129 0.554750
C -2.463087 -3.210871 0.437611
C -1.852481 -2.094231 -0.139193
O -0.496500 -2.150911 -0.222408
C 0.230172 -1.071777 -0.788449
C 1.631553 -1.614753 -1.098369
C 2.667244 -0.496982 -0.984987
N 2.773897 0.044509 0.364883
C 3.884446 -0.504453 1.121916
C 5.205633 -0.126367 0.509092
C 6.234560 -1.051134 0.394125
C 7.452874 -0.691912 -0.156058
C 7.623929 0.606534 -0.596037
F 8.808333 0.965232 -1.138269
C 6.615524 1.548877 -0.499125
C 5.408452 1.173355 0.058317
C 1.526835 -0.055055 1.109775
C 0.328955 0.116234 0.186328
C -2.645191 -1.038795 -0.574369
N -4.638633 1.228175 -0.452354
C -3.813196 1.553713 0.692355
C -4.525906 2.752972 1.314972
C -5.051870 3.490460 0.084577
C -5.476443 2.354081 -0.842472
H -5.702373 -2.276818 0.182008
H -4.293159 -4.150125 0.993189
H -1.833190 -4.019187 0.774245
H -0.255762 -0.750307 -1.719933
H 1.655942 -2.057273 -2.093678
H 1.855891 -2.402772 -0.377342
H 2.390032 0.319306 -1.662337
H 3.648455 -0.860357 -1.295228
H 3.831686 -0.074624 2.128931
H 3.820203 -1.602238 1.227422
H 6.087230 -2.064538 0.738591
H 8.259352 -1.401956 -0.248901
H 6.785090 2.553041 -0.854363
H 4.601236 1.883526 0.142471
H 1.530249 0.731463 1.872570
H 1.432300 -1.024727 1.627407
H 0.431029 1.047967 -0.370667
H -0.581335 0.168489 0.785947
H -2.211422 -0.165744 -1.036072
H -3.729728 0.702435 1.370357
H -2.805559 1.843092 0.366077
H -3.861195 3.361524 1.924341
H -5.357489 2.411762 1.932361
H -5.876689 4.160648 0.315474
H -4.249092 4.070932 -0.371580
H -5.326280 2.583777 -1.900159
H -6.528795 2.082201 -0.707782

Force components x, y, z for each atom (eV/Å):
O -0.18 -0.13 -0.09
C 0.11 0.05 0.02
C -0.05 -0.43 -0.01
C -0.09 0.24 -0.08
C 0.08 0.02 0.00
C 0.17 0.09 -0.06
C -0.21 -0.11 0.11
O -0.08 -0.22 0.06
C 0.22 0.38 -0.16
C -0.10 0.17 0.02
C -0.13 -0.09 -0.28
N 0.00 -0.02 0.17
C -0.06 0.12 0.01
C 0.05 -0.10 0.05
C -0.12 0.16 0.02
C 0.21 0.18 -0.12
C -0.08 -0.09 0.06
F -0.09 -0.02 0.03
C 0.22 -0.03 -0.05
C 0.07 -0.13 0.04
C -0.14 0.21 0.13
C 0.06 -0.30 0.11
C 0.18 0.03 -0.05
N -0.07 0.19 -0.03
C 0.32 0.00 0.44
C 0.09 -0.02 -0.11
C 0.01 -0.11 0.05
C -0.31 0.09 -0.35
H -0.11 -0.01 -0.02
H -0.03 -0.08 0.04
H 0.08 -0.09 0.04
H 0.03 -0.08 0.11
H 0.00 -0.07 0.01
H 0.00 -0.05 0.01
H 0.10 -0.10 -0.11
H -0.07 0.08 -0.06
H -0.06 -0.12 -0.01
H 0.01 0.05 0.04
H -0.04 -0.11 0.02
H 0.10 -0.05 -0.03
H 0.04 0.10 -0.04
H -0.10 0.10 -0.02
H -0.06 -0.16 0.04
H 0.01 0.03 0.02
H -0.05 0.08 -0.02
H -0.03 0.08 -0.07
H 0.09 0.11 0.00
H 0.05 0.10 -0.06
H 0.00 -0.05 0.11
H 0.00 -0.01 0.07
H -0.01 -0.02 0.05
H 0.00 0.06 -0.05
H 0.01 0.05 -0.01
H -0.11 0.01 0.07
H 0.07 0.04 -0.06

**Energy relative to the best compared isomer or geometry (same formula, charge and spin)**: 1.5902 eV
**HOMO energy**: -8.6 eV
**Structure (SMILES)**: O=C(c1cccc(OC2CCN(Cc3ccc(F)cc3)CC2)c1)N1CCCC1
**Gap between HOMO and LUMO**: 0.336 Ha
**Energy**: -34082.260 eV
**Charge**: 0

Here are the Löwdin charges for atoms 1 to 6, given in e: O 0.08; C -0.43; C -0.14; C -0.03; C -0.07; C 0.00

No. 2
# C23H27KN4Se

C23H27KN4Se as an isolated structure in a non-equilibrium geometry (ωB97M-V with the def2-TZVPD basis set, the OMol25 dataset).

Geometry (Å):
K -0.441991 -0.621397 0.100678
Se -2.028713 -2.712387 3.873445
N -1.324173 -1.774815 5.184141
C -0.606039 -0.816134 4.623756
C 0.135809 0.170945 5.310921
C 0.818231 1.081249 4.558414
C 0.765954 1.015076 3.145294
N 0.093945 0.122626 2.457108
C -0.593150 -0.796364 3.175275
N -1.304404 -1.746361 2.583972
H 0.142830 0.178149 6.392716
H 1.402977 1.858814 5.028506
H 1.307050 1.736859 2.543047
C -2.777021 -1.051934 -6.525646
C -2.564268 -0.970602 -5.035221
C -3.586682 -1.360038 -4.170382
C -3.387916 -1.280519 -2.793812
C -4.472513 -1.684090 -1.825589
C -2.179863 -0.820456 -2.312306
C -1.089928 -0.413778 -3.140640
C -1.354541 -0.512313 -4.540554
N 0.018156 -0.008744 -2.503415
C 1.220231 0.455849 -3.162964
C 1.019388 1.733645 -4.007065
C 2.353309 2.231683 -4.575636
C 2.983137 1.136980 -5.443025
C 3.239074 -0.110919 -4.591793
C 4.186209 0.243090 -3.444211
C 3.543701 1.330488 -2.580226
C 3.303497 2.580575 -3.429066
C 2.205274 0.822388 -2.036489
C 1.911579 -0.624705 -4.023670
H -3.774190 -1.428137 -6.754991
H -2.048026 -1.720723 -6.987727
H -2.670227 -0.069914 -6.990869
H -4.531951 -1.716819 -4.565525
H -5.363659 -2.025526 -2.351463
H -4.752236 -0.840937 -1.189496
H -4.127066 -2.492854 -1.176847
H -2.052146 -0.747358 -1.239002
H -0.599432 -0.227050 -5.258014
H 0.568472 2.500138 -3.368197
H 0.325200 1.548778 -4.825996
H 2.176795 3.122886 -5.187476
H 3.927426 1.496507 -5.866190
H 2.315001 0.890401 -6.274018
H 3.693765 -0.889181 -5.214337
H 5.142634 0.598050 -3.842764
H 4.380393 -0.647583 -2.837865
H 4.214233 1.577883 -1.749258
H 4.254151 2.950494 -3.827811
H 2.863321 3.370785 -2.812450
H 1.737191 1.590079 -1.408676
H 2.369171 -0.070224 -1.418935
H 2.081771 -1.505537 -3.395311
H 1.262661 -0.934023 -4.842244

Force components x, y, z for each atom (eV/Å):
K 0.60 -0.15 -0.79
Se 0.02 0.03 -0.13
N 0.06 0.08 0.08
C -0.23 -0.30 -0.37
C 0.35 0.46 0.03
C -0.16 -0.21 0.68
C -0.28 -0.36 -0.78
N 0.64 0.85 0.69
C -0.34 -0.45 0.61
N 0.05 0.06 0.07
H 0.03 0.04 -0.01
H 0.01 0.02 -0.02
H 0.06 0.08 0.13
C -0.01 -0.01 0.03
C -0.05 -0.02 0.13
C -0.13 -0.05 -0.06
C 0.12 0.04 0.01
C 0.08 0.04 -0.06
C -0.27 -0.09 -0.15
C 0.16 0.03 -0.02
C 0.03 0.01 0.03
N 0.15 0.05 0.50
C -0.25 -0.12 -0.05
C 0.14 -0.04 -0.01
C -0.05 0.05 -0.05
C 0.02 0.00 0.08
C -0.01 -0.07 -0.04
C -0.06 0.03 -0.04
C 0.04 0.01 0.09
C -0.03 -0.06 -0.04
C 0.10 0.04 -0.09
C 0.08 0.13 -0.01
H 0.01 0.00 -0.02
H 0.00 0.02 -0.02
H 0.02 -0.01 -0.01
H 0.02 0.01 0.00
H -0.01 0.00 0.02
H -0.05 -0.03 0.01
H -0.06 -0.01 0.02
H -0.70 -0.03 -0.50
H 0.04 0.02 -0.02
H -0.03 -0.02 0.01
H -0.07 -0.01 0.01
H 0.01 -0.01 0.01
H -0.02 -0.01 -0.05
H 0.02 0.01 -0.02
H 0.00 0.02 0.01
H 0.02 -0.03 0.04
H 0.05 0.00 -0.01
H -0.03 -0.01 0.01
H -0.01 0.04 0.03
H 0.04 0.03 -0.01
H -0.03 -0.02 0.02
H -0.03 -0.01 0.02
H -0.02 -0.01 0.00
H -0.05 -0.05 0.01

**HOMO energy**: -5.3 eV
**Gap between HOMO and LUMO**: 0.113 Ha
**Energy**: -111920.834 eV
**Charge**: 0

Here are the Löwdin charges for atoms 1 to 6, given in e: K 0.87; Se 1.19; N -0.23; C -0.39; C 0.01; C -0.03